# 1
C32H60ClN4O22 | ωB97M-V/def2-TZVPD

Net charge: +1
F_max (eV/Å): 8.8
E_LUMO (eV): -5.7167
Spin multiplicity: 1

Geometry (Å):
H1 3.1473 -1.3795 0.0691
H2 -4.3739 -5.5049 9.2851
O1 -0.5109 -0.9304 -8.6736
H3 5.5476 -2.8256 -2.4442
Cl1 -1.4231 -1.1245 -1.3967
H4 0.1641 -3.8257 9.7429
H5 -0.0156 2.0539 -0.4686
H6 5.4072 1.5997 -3.3171
H7 1.7172 2.2939 0.2338
C1 -0.5525 -1.1217 -9.8789
C2 -4.4996 -4.6961 8.5580
O2 -0.9407 -0.2204 -10.8160
C3 -7.3755 3.0471 -2.1463
C4 3.7731 -3.1244 -1.4344
O3 1.3689 -1.5204 7.0419
C5 -9.4164 3.9194 -1.4104
H8 -0.5858 -3.5985 -8.9526
H9 0.4541 -4.1905 -10.2623
C6 0.5116 -0.6102 6.5145
H10 0.3561 -2.1354 9.2396
H11 4.9933 -1.6451 -0.2017
H12 4.3480 -0.4197 9.3411
H13 1.3320 -0.6269 -0.8738
O4 -6.2713 2.3956 -1.7018
H14 5.4963 -4.5826 11.5713
C7 3.2604 2.0946 -2.6464
H15 -4.9290 3.0547 -3.1503
C8 0.2130 -3.3191 -9.6472
C9 3.4748 -0.4160 10.0015
O5 3.1361 -1.7443 10.3951
H16 4.0946 0.8463 -4.4934
C10 4.1067 -2.3835 11.0957
H17 -0.3205 -1.4097 -5.4123
H18 0.3364 1.1547 -5.6140
H19 1.4364 3.2079 -2.6971
H20 -5.5186 -4.3092 8.6469
H21 -0.4183 3.0198 -5.1850
C11 0.2512 -2.2799 -4.8440
H22 -1.6151 1.6887 -11.1238
C12 0.9411 1.4676 -0.0609
O6 -1.4478 4.7854 -4.7884
H23 4.1139 -5.3901 12.3358
C13 -0.2623 4.1034 -5.1930
C14 4.3633 1.7797 -3.8346
C15 1.1943 1.2998 -3.6339
C16 -0.6200 1.1421 2.1468
C17 4.5789 -4.4187 12.1459
C18 3.9384 -1.6150 -0.7600
H24 -0.9781 -0.2764 -3.6708
H25 -1.7829 1.1587 7.9922
H26 1.8018 0.1776 -5.3237
O7 -3.5656 5.2775 -5.1004
C19 -2.5163 4.5759 -5.5983
C20 -0.1363 -3.0815 8.9983
O8 -2.5310 3.8779 -6.6001
H27 -1.7381 0.7779 1.9592
O9 4.5406 2.9676 -4.7322
H28 3.6948 3.0348 -2.0530
N1 2.0059 2.5786 -3.3362
H29 3.4850 1.2741 -0.5338
O10 -7.5865 3.3986 -3.2965
O11 -3.5967 -3.6270 8.8336
C21 2.2522 -2.1135 6.0921
C22 -1.2197 0.8447 7.1090
H30 -0.3840 1.8952 3.0203
H31 1.1150 -3.0218 -9.1027
H32 -2.1842 0.9429 -9.6181
N2 0.5384 0.6570 -2.4326
O12 -8.2043 3.2398 -1.0893
C23 1.4917 0.4609 -1.2778
C24 -0.2489 -0.5850 -2.7772
H33 2.8911 -1.3530 5.6316
H34 -9.2064 4.9227 -1.7950
N3 1.1058 0.8860 -4.9401
C25 -1.3240 1.0476 -10.2872
O13 -0.2630 -0.1300 7.5199
O14 -1.8487 -5.0765 8.4838
H35 -5.7261 1.4739 -3.4871
C26 4.0186 -0.4346 -1.9422
H36 -0.7198 1.7235 6.6892
H37 4.8025 -3.9499 13.1096
C27 -4.7681 5.1506 -5.8567
O15 -1.5459 -2.8681 9.0405
H38 -0.4834 1.5196 -9.7683
H39 -4.4643 1.6006 -2.2466
H40 -5.1044 4.1089 -5.8753
C28 -2.2859 -3.9699 8.7581
H41 2.8917 -2.8241 6.6231
O16 2.7591 -3.9617 -1.2021
H42 0.3415 -2.8083 -2.6146
H43 3.6543 0.2130 10.8793
H44 0.0593 4.4424 -6.1831
H45 1.8011 -1.7342 -3.1619
H46 1.2476 -2.4529 -5.4763
H47 -4.3598 -5.0661 7.5372
H48 5.1714 -0.1248 -1.9646
H49 1.6884 -2.6608 5.3297
H50 -5.5396 5.7522 -5.3684
C29 0.6437 -1.8656 -3.2769
C30 3.0487 0.8771 -1.5719
H51 0.1781 -3.3869 7.9951
O17 -0.2184 -2.2727 -10.5152
N4 5.3713 3.8725 -4.1294
O18 4.8720 -3.5761 -2.3211
C31 -5.3036 2.1233 -2.7136
O19 3.6550 -3.6257 11.4030
C32 0.4251 0.5682 1.2192
H52 -10.0035 3.3419 -2.1318
H53 -1.9224 0.4158 6.3874
O20 5.1961 -1.9215 11.3970
H54 -0.4771 -3.2124 -4.8861
H55 0.5269 4.3425 -4.4747
O21 0.4482 -0.2810 5.3404
H56 2.6276 -0.0010 9.4486
H57 -4.6268 5.5313 -6.8734
O22 4.9159 4.9908 -4.4308
H58 -10.0017 4.0187 -0.4921
H59 0.8436 -0.5200 1.4510
H60 3.7962 -0.8658 -3.0212

Results of the Löwdin charge analysis, in e, for atoms 1 through 99: 0.12 0.10 0.08 0.13 0.59 0.11 0.13 0.14 0.11 -0.56 -0.05 0.00 -0.56 -0.29 -0.05 -0.05 0.10 0.10 -0.55 0.08 0.14 0.10 0.13 -0.01 0.10 -0.23 0.09 -0.05 -0.05 -0.02 0.13 -0.56 0.07 0.15 0.14 0.09 0.06 -0.12 0.10 -0.15 0.00 0.10 -0.05 -0.12 -0.13 -0.02 -0.05 -0.08 0.13 0.10 0.16 -0.01 -0.56 -0.05 0.11 0.09 -0.14 0.18 0.07 0.16 0.10 -0.01 -0.04 -0.04 0.08 0.09 0.10 0.01 -0.01 -0.23 -0.57 0.10 0.10 0.14 -0.05 -0.01 0.11 0.10 -0.16 0.10 0.10 -0.04 0.00 0.09 0.09 0.10 -0.56 0.10 -0.01 0.12 0.10 0.11 0.09 0.09 0.10 0.13 0.10 0.10 -0.22

# 2
C10H17BCl2F4O2Zr | ωB97M-V/def2-TZVPD

Net charge: -2
F_max (eV/Å): 3.4
E_LUMO (eV): 4.0305
Energy above the lowest of the compared OMol25 structures with the same formula, charge and spin (eV): 1.9969
Spin multiplicity: 1

Geometry (Å):
H1 0.7666 -2.7222 1.8541
H2 -0.6864 -3.0665 0.8817
H3 3.9347 -2.1561 0.3226
H4 -1.3487 -2.8405 -1.7927
H5 3.6468 -0.5764 1.1322
H6 3.9805 0.1297 -1.8949
C1 0.4031 -2.9532 0.8423
F1 -4.2506 4.6956 3.6151
O1 -1.5658 1.5190 -0.3793
H7 0.7088 1.5933 -2.7116
H8 3.4693 1.1752 -0.5201
Zr1 -2.6922 1.0658 1.1472
Cl1 -1.1663 -0.1544 2.4303
C2 0.7582 -0.2906 -1.7414
H9 2.8009 1.4430 -2.1440
H10 -2.0581 -1.6491 -0.6727
F2 -2.4400 4.9663 2.1698
H11 0.8290 -3.9242 0.5396
C3 3.1322 0.6696 -1.4416
Cl2 2.2611 1.4537 1.7885
B1 -2.9759 4.4200 3.2830
H12 -1.7832 2.0712 -1.1503
H13 -4.3579 -1.1347 0.6818
H14 2.8201 -2.0297 1.7089
C4 0.0052 -1.3257 -1.1275
F3 -2.1562 3.8256 4.1696
C5 0.7972 -1.8842 -0.0901
H15 0.7027 0.2075 -3.8202
C6 2.0598 -1.2428 -0.1055
H16 -0.7708 0.6184 -2.9254
C7 0.3217 0.5753 -2.8524
H17 -1.7296 -1.2089 -2.3627
F4 -3.3774 2.5484 2.3135
C8 -1.3475 -1.7737 -1.5037
C9 3.1788 -1.5190 0.8072
C10 2.0376 -0.2536 -1.1276
O2 -3.9078 -0.2721 0.6764

natural (NBO) analysis output, partial charges in e: 0.20 0.18 0.15 0.17 0.25 0.16 -0.62 -0.52 -1.02 0.19 0.25 2.27 -0.42 -0.08 0.17 0.16 -0.51 0.16 -0.64 -0.98 1.48 0.49 0.51 0.18 -0.19 -0.50 -0.14 0.16 -0.09 0.17 -0.63 0.18 -0.70 -0.61 -0.64 -0.12 -1.08

# 3
C2H6Cl3PSi | ωB97M-V/def2-TZVPD

Net charge: 0
F_max (eV/Å): 3.7
E_LUMO (eV): -1.6183
Energy above the lowest of the compared OMol25 structures with the same formula, charge and spin (eV): 2.3471
Spin multiplicity: 1

Geometry (Å):
H1 -2.3403 -0.8955 0.4919
Cl1 -0.8601 2.8852 1.0830
Si1 -2.2500 1.3386 -1.3579
H2 1.5044 0.8066 -1.4562
H3 -1.0938 -0.0341 1.5081
Cl2 -2.0445 2.5856 -2.8527
C1 0.9193 0.5567 -0.6535
H4 1.4221 -0.1041 0.0985
H5 -0.8487 -1.5810 0.7770
H6 0.5275 1.5219 -0.1881
C2 -1.3007 -0.6391 0.6542
P1 -0.7019 -0.2768 -1.1102
Cl3 -4.1246 0.7108 -0.9931

natural (NBO) analysis output, partial charges in e: 0.23 -0.69 1.22 0.23 0.27 -0.30 -0.92 0.25 0.22 0.30 -0.89 0.41 -0.31

# 4
N3O9Rb | ωB97M-V/def2-TZVPD

Net charge: -2
F_max (eV/Å): 2.8
E_LUMO (eV): 4.3292
Energy above the lowest of the compared OMol25 structures with the same formula, charge and spin (eV): 0.0000
Spin multiplicity: 1

Geometry (Å):
O1 -0.3851 -1.2639 0.9992
O2 3.6936 0.3130 -1.3726
Rb1 0.8988 0.7295 -0.7480
O3 4.3779 -1.3543 -0.1242
O4 -1.5196 -2.2497 2.5191
O5 -3.9324 1.3458 -1.1997
N1 -2.8792 1.9287 -0.9129
O6 -0.9483 -0.1450 2.7371
N2 -0.9656 -1.2123 2.1086
O7 2.7272 -1.6625 -1.3933
N3 3.5570 -0.8640 -0.9222
O8 -2.7316 3.1414 -1.2244
O9 -1.8928 1.2934 -0.4665

natural (NBO) analysis output, partial charges in e: -0.60 -0.61 0.97 -0.53 -0.56 -0.53 0.71 -0.55 0.72 -0.54 0.69 -0.59 -0.58

# 5
C6H12BN | ωB97M-V/def2-TZVPD

Net charge: 0
F_max (eV/Å): 4.8
E_LUMO (eV): -0.3542
Energy above the lowest of the compared OMol25 structures with the same formula, charge and spin (eV): 2.6126
Spin multiplicity: 1

Geometry (Å):
N1 1.5568 -2.9523 -0.7036
H1 3.9769 0.4033 -0.0903
H2 1.3690 1.6016 -0.5913
C1 1.4233 -1.9733 -0.0721
C2 -1.6481 -0.0632 -0.4523
C3 3.1187 0.0828 -0.6518
B1 0.8379 -0.6275 0.2636
H3 -3.4122 -1.0393 0.3984
H4 -3.3108 0.5228 1.0113
C4 -3.1399 -0.1112 -0.0061
H5 -1.1134 -1.3745 1.1955
C5 -0.7840 -0.5020 0.7257
H6 -3.7586 0.2270 -0.7798
H7 2.1015 1.0772 0.8752
H8 3.3153 0.5236 -1.6691
H9 -1.4594 -0.7630 -1.1961
H10 -1.4011 0.9250 -0.7099
H11 -0.9985 0.3310 1.4263
C6 1.8073 0.6499 -0.1244
H12 3.0888 -0.9287 -0.7232

natural (NBO) analysis output, partial charges in e: -0.24 0.21 0.25 -0.07 -0.38 -0.60 0.77 0.21 0.19 -0.59 0.22 -0.70 0.21 0.25 0.21 0.20 0.20 0.22 -0.76 0.21

# 6
C48H41N6OSc | ωB97M-V/def2-TZVPD

Net charge: 0
F_max (eV/Å): 1.1
E_LUMO (eV): -0.1470
Energy above the lowest of the compared OMol25 structures with the same formula, charge and spin (eV): 0.1123
Spin multiplicity: 1

Geometry (Å):
H1 -2.9257 1.6662 3.6558
H2 1.4853 3.2911 -1.2009
C1 -1.6018 1.0437 2.0742
C2 0.8417 2.0363 -5.1506
C3 2.0987 1.4975 -5.1619
C4 -1.2615 3.7337 -1.7917
C5 0.5097 1.5131 -2.7939
H3 -0.9271 2.4933 -4.0301
C6 3.8643 0.2717 -3.9150
H4 4.6242 4.6175 1.3731
H5 -2.6569 -0.0975 -0.3752
C7 4.2569 -0.3595 -2.7703
C8 -2.4451 3.2666 0.6947
C9 -2.7362 0.3536 -3.1684
C10 -1.6729 -3.8953 1.7048
C11 2.8285 1.7334 1.3300
C12 -1.4973 -2.6158 1.1438
C13 -1.2353 -2.1483 -2.0189
H6 1.4439 -3.8168 -4.0902
C14 -2.5520 1.8909 2.6694
C15 2.1600 3.1129 -0.3764
H7 -3.3276 1.2688 -3.1279
H8 1.7730 -5.4544 3.2264
H9 -0.6870 -5.4994 2.7120
H10 -2.9991 -5.1270 -3.7775
Sc1 0.3961 -0.0601 -0.2196
H11 3.1881 4.9911 -0.6330
C16 3.0456 -2.4327 2.2998
C17 -0.9601 2.5269 -1.1630
H12 2.4399 -4.7814 -1.1926
H13 4.7827 1.0921 4.5987
N1 1.8323 -0.4554 1.4373
C18 4.5029 2.4371 2.9736
H14 -2.6352 -4.3827 1.6299
C19 -1.5276 2.3372 0.1535
C20 0.0558 2.0533 -3.9894
H15 -4.2147 -3.0213 -3.3692
C21 -2.1569 4.6548 -1.2332
H16 -3.4785 5.1393 0.3823
H17 -0.6311 -5.2983 -3.1312
H18 0.8043 -5.0932 -0.6241
H19 -2.3640 5.5651 -1.7801
H20 5.2344 -0.8077 -2.6767
H21 3.2157 -0.5776 3.7796
H22 2.8027 -3.1967 -3.1527
H23 0.4423 2.4799 -6.0504
H24 2.7164 1.5297 -6.0467
C22 2.5829 0.8642 -3.9954
C23 1.8157 -4.4470 2.8369
H25 -1.7370 0.5697 -2.7959
C24 -3.1838 -3.1181 -3.0521
H26 -4.3636 -0.9694 -2.7438
H27 1.4952 -2.1119 -3.6517
H28 -3.6874 3.6795 2.4067
C25 1.7663 0.8041 -2.8445
H29 1.2836 -5.5864 -2.2420
C26 -0.6054 -4.5037 2.2963
C27 1.9082 -1.7620 1.8723
C28 3.7670 2.6845 1.7945
H30 -2.3049 -2.1476 0.6115
C29 -2.7739 4.4330 -0.0314
C30 -3.3758 -0.7443 -2.3193
H31 -4.2260 -0.9401 -0.3286
C31 3.3702 0.3153 3.1921
C32 -2.5060 -4.2995 -3.2890
O1 -0.6763 -1.1225 -1.3964
C33 1.3913 -4.8083 -1.4878
H32 -0.7974 3.9772 -2.7334
H33 3.5784 -1.0257 -0.8152
H34 4.5233 0.3281 -4.7709
H35 1.2230 -2.6902 -1.2508
C34 3.3358 -0.4617 -1.7113
C35 -3.6082 -0.2429 -0.8962
C36 -2.5799 -2.0343 -2.4323
H36 -4.1240 0.7171 -0.9182
N2 -0.3678 -1.9478 1.2072
C37 2.6883 0.4656 1.9906
C38 2.9935 -3.7525 2.7729
C39 0.6963 -2.5287 1.8186
C40 3.1153 4.0890 -0.0411
N3 2.1392 0.0779 -1.7556
N4 2.0132 1.9844 0.2768
N5 -0.1081 1.5556 -1.5734
H37 5.2222 3.1659 3.3161
C41 4.2643 1.2820 3.6678
C42 1.7275 -3.1176 -3.3034
C43 -0.5226 -3.3396 -2.2925
H38 -1.2235 0.1724 2.5987
N6 -1.1178 1.2536 0.8675
C44 0.6404 -3.8406 2.3424
H39 3.9115 -4.2184 3.1031
C45 -1.1763 -4.3917 -2.9169
C46 -2.9669 2.9937 1.9785
H40 3.9980 -1.9220 2.2927
C47 0.9611 -3.4452 -2.0215
C48 3.9034 3.8793 1.0521
H41 -2.6549 0.0389 -4.2074

Löwdin analysis output, partial charges in e: 0.11 0.10 -0.10 -0.07 -0.05 -0.02 -0.23 0.10 0.00 0.11 0.04 -0.04 -0.15 -0.05 -0.03 -0.15 -0.10 -0.26 0.09 -0.04 -0.10 0.08 0.11 0.12 0.09 1.00 0.11 -0.04 -0.23 0.08 0.10 -0.01 -0.06 0.11 -0.14 -0.03 0.11 -0.08 0.10 0.10 0.07 0.10 0.11 0.10 0.07 0.11 0.11 -0.15 -0.05 0.04 -0.05 0.13 0.08 0.12 -0.15 0.07 -0.01 -0.24 -0.16 0.10 -0.06 -0.35 0.08 -0.04 -0.09 -0.20 -0.06 0.09 0.12 0.12 0.11 -0.11 -0.06 -0.13 0.08 0.07 -0.22 -0.08 -0.15 -0.04 0.05 0.10 -0.05 0.10 -0.08 -0.05 -0.13 0.11 0.04 -0.16 0.10 -0.05 0.00 0.11 -0.37 -0.01 0.09

# 7
C4H5O2S2 | ωB97M-V/def2-TZVPD

Net charge: -1
F_max (eV/Å): 3.5
E_LUMO (eV): 3.2017
Energy above the lowest of the compared OMol25 structures with the same formula, charge and spin (eV): 0.7650
Spin multiplicity: 1

Geometry (Å):
H1 -1.2749 2.0503 1.4393
H2 -0.7301 -0.0385 1.6178
H3 -1.4034 -1.5985 -0.5833
H4 1.7277 0.6624 -0.6762
S1 0.2836 -3.0798 0.1412
S2 -0.1404 2.8489 -0.7030
O1 1.5979 -0.3045 -0.4661
C1 -0.7485 1.7041 0.4741
C2 0.2180 -0.3565 -0.5608
H5 -0.1569 1.0368 -1.9913
C3 -0.3497 -1.7548 -0.3551
C4 -0.5189 0.4058 0.6158
O2 -0.1271 0.0337 -1.8685

natural (NBO) analysis output, partial charges in e: 0.17 0.21 0.19 0.49 0.04 -0.54 -0.72 -0.31 0.40 0.50 -0.26 -0.39 -0.78

# 8
C19H20BrN3O9Rb | ωB97M-V/def2-TZVPD

Net charge: -1
F_max (eV/Å): 0.5
E_LUMO (eV): 2.2309
Energy above the lowest of the compared OMol25 structures with the same formula, charge and spin (eV): 0.3545
Spin multiplicity: 1

Geometry (Å):
C1 -1.7635 -0.4455 -1.7381
H1 -3.8841 -5.2200 0.8325
Rb1 0.6438 -0.4556 0.1683
Br1 2.2158 -4.0000 3.1484
C2 2.2033 3.9156 2.5126
H2 4.9351 1.4320 -0.9262
O1 3.5970 -0.0121 0.1792
H3 1.3181 1.3077 -4.8952
C3 -3.2413 -4.4417 0.4194
O2 -2.2390 -0.4875 -0.5854
C4 0.6593 0.9437 -4.0978
C5 1.2572 3.1738 3.1912
C6 -1.9175 -4.3997 1.1239
H4 0.0590 -6.0045 3.3695
O3 -0.8841 -1.2399 -2.1932
C7 -0.2808 -5.2700 2.6548
H5 -0.2170 -0.7503 -3.7084
C8 3.0433 3.2695 1.6196
O4 1.0893 2.1546 -1.0514
H6 -0.7830 1.5424 1.8532
H7 -2.1731 -6.1977 2.2720
H8 -2.3824 0.3219 -3.6602
C9 0.0809 0.9775 3.5136
C10 2.9509 1.8914 1.5188
N1 0.1625 -3.2447 1.4701
H9 0.5081 3.6295 3.8243
H10 -1.0716 1.9473 -4.8035
H11 -1.0070 3.7195 -1.9613
O5 0.0951 0.3846 4.5627
N2 2.1101 1.1514 2.2358
H12 -3.1780 1.0777 -2.2524
H13 1.2515 0.8715 -3.1805
O6 0.1719 -0.3174 -4.5060
H14 -1.3047 -2.5734 0.1783
C11 -1.0299 -3.3596 0.8766
H15 3.7283 3.8154 0.9906
C12 -2.2248 0.7113 -2.6518
C13 0.5066 -4.1814 2.3221
H16 -2.1268 2.6839 -1.0653
C14 -1.1770 2.6935 -1.6035
C15 -1.5178 -5.3664 2.0373
H17 -3.1191 -4.6357 -0.6475
C16 -0.4521 1.9719 -3.8918
H18 0.0001 2.9665 -3.8308
C17 -0.0450 2.4066 -0.6020
O7 -0.3440 2.4369 0.6367
H19 -3.7578 -3.4853 0.5065
O8 4.5704 1.9601 -0.2015
C18 1.2359 1.7988 2.9897
H20 2.2418 4.9910 2.6299
C19 3.7164 1.1527 0.4571
O9 -0.9501 0.9855 2.6878
N3 -1.2806 1.8027 -2.7288

natural (NBO) analysis output, partial charges in e: 0.75 0.20 0.93 0.03 -0.16 0.50 -0.60 0.15 -0.63 -0.77 -0.08 -0.21 -0.05 0.23 -0.82 -0.28 0.51 -0.20 -0.77 0.54 0.21 0.20 0.76 0.08 -0.46 0.23 0.17 0.19 -0.59 -0.40 0.18 0.18 -0.78 0.24 0.05 0.24 -0.32 0.15 0.21 -0.31 -0.16 0.23 -0.21 0.19 0.77 -0.85 0.24 -0.68 0.12 0.21 0.79 -0.69 -0.46